1.
Formula: C25H38F5INO22PSi2
Source: the OMol25 dataset
Level of theory: ωB97M-V with the def2-TZVPD basis set

Summary:
multiplicity: 1
total charge: 0
HOMO-LUMO gap: 8.71 eV
F_max: 1.031 eV Å⁻¹

Last column: Mulliken charge in e.
Cartesian coordinates (Å):
C: -4.57162 -6.41013 2.56096  -1.456
C: -4.82236 -5.08283 1.78034  0.661
C: -5.15443 -3.95037 2.77623  -1.415
C: -3.63460 -4.74394 0.83076  -1.135
Si: -2.22547 -3.72709 1.50755  0.182
C: -0.79153 -3.79723 0.31999  -0.110
C: -1.18133 -3.35698 -1.13443  -0.638
N: -0.83994 -1.96582 -1.45483  -0.546
C: -2.61056 -1.90119 1.85421  0.193
C: -3.45144 -1.16340 0.86305  -0.097
O: -3.98828 -1.56391 -0.12019  -0.407
I: -3.60094 0.95356 1.41117  -0.080
O: -1.79227 -4.42480 2.98263  -0.614
Si: -0.35166 -4.17179 3.71873  0.317
C: 0.06321 -2.32998 3.79077  -0.046
C: 0.92886 -1.97271 4.96123  -0.134
O: 0.55312 -1.81377 6.09133  -0.604
O: 2.28089 -1.87719 4.67016  -0.594
P: 1.36748 -5.31162 2.77039  0.950
O: 0.91643 -6.39308 1.86435  -0.652
O: 2.28613 -5.79489 4.02532  -0.537
O: 2.40433 -4.25621 2.12160  -0.513
H: -5.38456 -7.12846 2.38812  0.344
H: -4.50619 -6.23319 3.64619  0.326
H: -3.63410 -6.89353 2.25640  0.339
H: -5.72664 -5.22338 1.17080  0.542
H: -5.17133 -2.95900 2.30087  0.231
H: -4.46757 -3.95758 3.64128  0.221
H: -6.16756 -4.10900 3.18674  0.488
H: -3.98886 -4.32734 -0.12235  0.425
H: -3.12704 -5.69587 0.57739  0.403
H: -0.38876 -4.82379 0.29963  0.424
H: 0.03576 -3.13186 0.63586  0.243
H: -0.65486 -4.03297 -1.83078  0.297
H: -2.25449 -3.49755 -1.33002  0.264
H: -1.64244 -1.35047 -1.52281  0.177
H: -0.14205 -1.57246 -0.83979  0.262
H: -3.09253 -1.77441 2.83886  0.711
H: -1.66271 -1.33158 1.91534  0.107
H: -0.42618 -4.69201 5.09940  -0.330
H: -0.90312 -1.81266 3.93190  0.281
H: 0.49664 -1.98241 2.84269  0.504
H: 2.38892 -1.49751 3.78615  0.367
H: 1.77525 -6.36565 4.61833  0.351
H: 3.03122 -3.93626 2.78866  0.321
C: -1.79217 2.47248 -4.88872  -0.157
C: -1.34560 3.43434 -3.80981  0.420
O: -2.06435 2.98160 -2.68067  -0.332
C: -2.32507 1.65244 -2.85017  0.488
O: -2.70081 0.92874 -1.99435  -0.433
O: -2.07802 1.29270 -4.12812  -0.309
F: -1.69222 4.71766 -4.07493  -0.301
H: -2.70799 2.82816 -5.36397  0.269
H: -1.04186 2.25892 -5.64080  0.079
H: -0.27675 3.40535 -3.58818  0.287
C: 0.75469 2.98382 4.42154  -0.457
C: -0.63465 2.65504 4.92740  0.272
O: -1.08365 1.70540 3.97341  -0.243
C: 0.00229 1.08256 3.46285  0.576
O: -0.01328 0.06858 2.84465  -0.482
O: 1.12914 1.75693 3.78570  -0.360
F: -1.45802 3.72469 4.91385  -0.281
H: 0.71354 3.78370 3.68093  0.303
H: 1.46306 3.23509 5.20532  0.285
H: -0.66257 2.20066 5.91950  0.284
C: 4.80976 -0.19433 5.95515  0.055
C: 4.99514 1.27367 5.63362  0.420
O: 6.39266 1.43733 5.73326  -0.356
C: 6.97967 0.23302 5.47193  0.631
O: 8.12776 0.07961 5.24302  -0.489
O: 6.04809 -0.74742 5.49825  -0.319
F: 4.38026 2.08853 6.52610  -0.292
H: 4.71739 -0.34140 7.03249  0.242
H: 3.97127 -0.66100 5.44653  -0.119
H: 4.67616 1.56342 4.62953  0.309
C: -0.00476 5.74480 -8.15361  -0.130
C: -0.16003 4.24217 -8.09777  0.358
O: -1.52857 4.06538 -8.38413  -0.334
C: -1.94338 5.12936 -9.13999  0.563
O: -2.96056 5.17059 -9.73597  -0.484
O: -1.00922 6.10547 -9.10432  -0.346
F: 0.09317 3.73964 -6.85575  -0.248
H: -0.23989 6.19627 -7.18784  0.303
H: 0.97651 6.06550 -8.48623  0.091
H: 0.44022 3.69202 -8.82365  0.204
C: 5.09182 6.41469 -6.44467  -0.436
C: 3.87450 5.65311 -5.95784  0.321
O: 3.07831 5.59489 -7.12620  -0.194
C: 3.90613 5.65562 -8.20915  0.581
O: 3.57015 5.39231 -9.31164  -0.479
O: 5.13683 6.04906 -7.82710  -0.339
F: 3.19894 6.31117 -4.98893  -0.276
H: 4.92983 7.48991 -6.35585  0.282
H: 6.01681 6.13483 -5.94979  0.276
H: 4.07849 4.63721 -5.61502  0.273



2.
Formula: C25H38N4SScSi
Source: the OMol25 dataset
Level of theory: ωB97M-V with the def2-TZVPD basis set

Summary:
multiplicity: 1
total charge: +1
HOMO-LUMO gap: 6.41 eV
F_max: 1.002 eV Å⁻¹

Last column: Mulliken charge in e.
Cartesian coordinates (Å):
Sc: 0.21667 -0.04493 -0.40122  -0.722
N: -0.56471 -4.38541 -0.33142  -0.415
C: -0.64065 -3.05508 -0.47307  0.654
S: 0.61917 -2.31420 -1.46471  -0.470
N: -1.65715 -2.47982 0.12644  -1.217
N: -1.65058 -1.12173 -0.02048  0.898
C: -2.74941 -0.47591 0.11479  0.042
C: -4.06148 -1.08637 0.41873  -0.069
C: -4.22571 -1.94252 1.50670  -0.137
C: -5.46888 -2.49329 1.77144  -0.749
C: -6.54781 -2.21900 0.93857  -0.419
C: -6.38690 -1.37886 -0.15448  -0.834
C: -5.15031 -0.80461 -0.40690  -0.124
C: -2.65406 0.99856 -0.13084  0.697
C: -3.65804 1.86100 0.25744  -0.403
C: -3.54438 3.21410 -0.03845  -0.620
C: -2.43172 3.66966 -0.71982  -0.519
C: -1.44912 2.75466 -1.04218  -0.449
N: -1.55031 1.45592 -0.75464  -0.206
H: 0.12521 -4.90656 -0.84053  0.211
H: -1.31306 -4.87046 0.13538  0.234
H: -3.38191 -2.17068 2.14410  0.467
H: -5.59452 -3.14710 2.62540  0.405
H: -7.51467 -2.66372 1.14104  0.414
H: -7.22354 -1.16836 -0.80979  0.407
H: -5.02831 -0.15031 -1.26452  0.519
H: -4.51889 1.47236 0.78312  0.581
H: -4.32251 3.90270 0.26332  0.471
H: -2.30996 4.71133 -0.98458  0.462
H: -0.54325 3.07061 -1.54620  0.453
C: 2.96761 2.90202 2.96763  -1.775
C: 1.74117 2.18279 2.38169  2.519
C: 0.88765 3.19989 1.60337  -1.657
C: 0.85318 1.70981 3.54121  -2.107
Si: 2.21255 0.69302 1.25338  0.252
C: 3.54495 1.14196 -0.05173  2.251
C: 3.21508 2.48569 -0.71873  -1.934
C: 4.96909 1.20970 0.51618  -1.680
C: 3.49650 0.09660 -1.17867  -1.408
C: 2.69041 -0.86016 2.27793  2.622
C: 3.71716 -0.56668 3.38252  -1.784
C: 3.28460 -1.95155 1.37085  -1.996
C: 1.41587 -1.45602 2.90312  -1.738
H: 2.63987 3.68327 3.66720  0.527
H: 3.56986 3.39061 2.19997  0.310
H: 3.62020 2.22131 3.52085  0.315
H: 0.61855 4.03851 2.26120  0.567
H: -0.05398 2.74778 1.27234  0.162
H: 1.39214 3.61959 0.73256  0.268
H: 0.48836 2.58570 4.09402  0.563
H: 1.38328 1.07760 4.25270  0.404
H: -0.02645 1.15872 3.18978  0.310
H: 3.32244 3.33341 -0.04299  0.332
H: 2.19514 2.50989 -1.12173  0.208
H: 3.89331 2.65266 -1.56576  0.577
H: 5.05932 1.95042 1.31434  0.294
H: 5.67483 1.49187 -0.27750  0.518
H: 5.29812 0.24885 0.91498  0.305
H: 2.50822 0.05586 -1.66710  0.102
H: 3.73373 -0.91421 -0.85143  0.267
H: 4.19966 0.37006 -1.97585  0.533
H: 4.64034 -0.13946 2.97912  0.305
H: 3.98640 -1.50136 3.89280  0.527
H: 3.33810 0.11740 4.14202  0.288
H: 4.25894 -1.67100 0.96519  0.344
H: 2.62973 -2.21071 0.53705  0.219
H: 3.43357 -2.86510 1.96150  0.605
H: 0.96523 -0.81021 3.65754  0.260
H: 1.65270 -2.41369 3.38478  0.518
H: 0.64923 -1.67416 2.14964  0.246



3.
Formula: C25H39Cl28N2
Source: the OMol25 dataset
Level of theory: ωB97M-V with the def2-TZVPD basis set

Summary:
multiplicity: 1
total charge: -1
HOMO-LUMO gap: 2.33 eV
F_max: 0.858 eV Å⁻¹

Last column: Mulliken charge in e.
Cartesian coordinates (Å):
C: 6.91974 -3.03074 -0.96592  -1.228
C: 5.90412 -2.60305 0.08901  -0.489
C: 6.10657 -1.17270 0.58789  -0.013
C: 5.95510 -0.07625 -0.46723  -0.967
C: 4.59650 -0.05744 -1.19156  -0.676
C: 3.65864 1.06220 -0.69576  -0.507
C: 2.18674 0.64825 -0.74583  -0.807
C: 1.19261 1.82035 -0.60649  0.361
C: 0.46824 1.88600 0.74573  -0.978
C: -0.95976 2.43082 0.64769  -0.947
C: -1.85282 1.63995 -0.32962  0.196
C: -3.22202 1.18886 0.21715  -0.062
C: -4.32327 1.46620 -0.81473  -0.197
C: -5.71772 0.95708 -0.43484  -0.044
N: -6.30853 0.29525 -1.55012  -0.649
N: -7.74155 0.39735 -1.48604  -0.316
C: -8.39957 -0.88447 -1.28493  -0.821
C: -7.56125 -1.87202 -0.45481  0.298
C: -6.95952 -3.00215 -1.28812  -0.580
C: -5.95550 -3.83279 -0.46247  -0.831
H: 6.70670 -4.05136 -1.28853  0.370
H: 6.89724 -2.39248 -1.84725  0.314
H: 7.92636 -3.04266 -0.54436  0.282
H: 5.98123 -3.27230 0.94901  0.357
H: 4.89714 -2.73019 -0.31021  0.320
H: 5.39595 -0.98805 1.39617  0.061
H: 7.10332 -1.10274 1.03332  0.179
H: 6.06098 0.88050 0.05216  0.290
H: 6.77582 -0.11763 -1.18514  0.529
H: 4.78879 0.13456 -2.24954  0.266
H: 4.07805 -1.01206 -1.12360  0.450
H: 3.91834 1.28894 0.34338  0.178
H: 3.81699 1.96251 -1.28949  0.391
H: 2.01276 0.15928 -1.70894  0.266
H: 2.00654 -0.09898 0.02889  0.339
H: 0.48536 1.76158 -1.43193  -0.419
H: 1.74403 2.75412 -0.74655  0.476
H: 1.05339 2.52619 1.41174  0.360
H: 0.42774 0.89436 1.20553  0.393
H: -1.41624 2.49465 1.63600  0.453
H: -0.87848 3.46379 0.29002  0.275
H: -1.29760 0.76724 -0.68136  0.364
H: -2.03555 2.25644 -1.21039  -0.045
H: -3.19583 0.10333 0.35533  -0.307
H: -3.44320 1.63326 1.18918  0.295
H: -4.03054 0.96128 -1.73255  -0.345
H: -4.33680 2.54838 -0.98134  0.294
H: -5.58594 0.27036 0.46248  -0.158
H: -6.32336 1.81528 -0.07577  0.121
H: -8.06012 1.08672 -0.81159  0.250
H: -8.64675 -1.33329 -2.25588  0.281
H: -9.35548 -0.71026 -0.77558  0.233
H: -8.22727 -2.35241 0.27877  0.414
H: -6.77846 -1.34144 0.08178  -0.337
H: -7.77914 -3.64677 -1.61752  0.294
H: -6.47798 -2.57801 -2.16813  0.315
H: -5.03277 -4.01333 -1.01330  0.299
H: -5.70706 -3.25349 0.42593  0.112
H: -6.38209 -4.78212 -0.13742  0.327
C: -2.72065 -3.82043 2.43428  0.234
Cl: -1.71624 -4.36065 1.08248  -0.130
Cl: -3.96556 -5.03241 2.75818  -0.112
Cl: -1.70303 -3.63109 3.87499  -0.058
Cl: -3.47595 -2.28598 2.03473  -0.003
C: -1.07113 1.42886 -4.63493  0.201
Cl: -0.96463 3.02435 -3.87730  -0.100
Cl: 0.48495 0.59025 -4.43789  -0.068
Cl: -2.33835 0.49248 -3.86727  -0.065
Cl: -1.43373 1.62569 -6.35907  -0.067
C: 0.51936 -3.40280 7.75616  0.367
Cl: 2.07965 -4.03138 8.30096  -0.108
Cl: -0.74938 -4.57199 8.13059  -0.101
Cl: 0.17950 -1.87924 8.58147  -0.099
Cl: 0.56910 -3.13163 6.01394  -0.059
C: -10.04316 0.24702 2.63026  0.349
Cl: -10.86821 -1.19363 2.02472  -0.116
Cl: -8.61317 -0.23913 3.54439  -0.105
Cl: -9.56272 1.26672 1.28328  -0.078
Cl: -11.14578 1.14006 3.69967  -0.135
C: 2.60496 3.38926 -7.58311  0.288
Cl: 3.87132 4.53878 -7.12761  -0.114
Cl: 1.51521 3.12997 -6.22874  0.051
Cl: 1.70024 4.03367 -8.95981  -0.113
Cl: 3.35115 1.85288 -8.04364  -0.112
C: 8.06582 0.75736 3.74188  0.304
Cl: 6.42074 0.12885 3.80242  -0.065
Cl: 8.16488 2.02066 2.51327  -0.025
Cl: 8.50844 1.42801 5.31622  -0.116
Cl: 9.18299 -0.54917 3.32742  -0.116
C: 11.41806 4.29169 1.10682  0.359
Cl: 11.66608 2.68057 0.42892  -0.084
Cl: 11.76834 4.26097 2.83752  -0.090
Cl: 12.49226 5.44296 0.30625  -0.109
Cl: 9.74023 4.77944 0.85776  -0.090



no.,HOMO level (eV)
1,-8.84
2,-10.49
3,-1.28